Entry 1:
Entry from the Open Molecules 2025 dataset: an isolated molecule of C5H12O (ωB97M-V/def2-TZVPD).

Last column: natural (NBO) charge in e.
Geometry (Å):
O: 2.16 -0.22 0.80  -0.53
C: -2.48 0.48 -0.37  -0.60
H: 2.34 0.53 -1.13  0.16
C: 2.30 0.87 -0.08  -0.25
H: 3.23 1.38 0.18  0.19
H: -1.08 -0.93 -1.20  0.19
H: -3.02 0.57 -1.32  0.21
C: -0.31 -0.32 0.71  -0.44
C: 1.04 -1.03 0.52  -0.06
H: 1.10 -1.42 -0.51  0.16
H: 1.14 -1.88 1.20  0.19
H: -3.04 -0.22 0.26  0.20
H: 1.46 1.58 0.02  0.16
H: -0.49 0.72 -1.18  0.20
H: -0.15 0.60 1.29  0.21
H: -2.49 1.46 0.12  0.20
H: -0.96 -0.96 1.34  0.20
C: -1.05 -0.02 -0.59  -0.39

Output
maximum force	0.311	eV Å⁻¹
total charge	0
HOMO level	-9.7	eV
lowest unoccupied orbital energy	1.13	eV
frontier orbital gap	10.84	eV
SMILES	CCCCOC
energy above the lowest of the compared OMol25 structures with the same formula, charge and spin	0.801	eV

=====

Entry 2:
Entry from the Open Molecules 2025 dataset: a structure of composition C8H17F9FeN3O12S3 in a non-equilibrium geometry (ωB97M-V/def2-TZVPD).

Last column: Löwdin spin population.
Geometry (Å):
O: 15.47 9.39 0.29  0.04
H: 16.65 15.46 -1.69  0.00
C: 16.10 15.08 0.69  0.00
O: 13.33 9.45 -0.85  0.02
S: 14.05 9.64 0.37  0.01
H: 8.75 11.95 -0.97  0.00
H: 15.71 16.83 -1.26  0.00
S: 11.76 15.81 0.78  0.04
O: 10.99 13.65 4.27  0.02
O: 13.39 13.55 4.65  0.01
S: 12.24 12.96 3.98  0.01
H: 13.77 13.48 -1.64  0.00
C: 15.64 15.75 -1.39  0.00
H: 14.78 13.14 2.96  0.00
F: 11.19 17.94 2.31  0.03
N: 10.73 10.68 -1.24  0.10
F: 13.78 8.51 2.80  0.00
F: 11.89 16.25 3.47  0.03
H: 17.00 15.61 3.21  0.00
O: 13.98 12.70 -1.13  0.06
O: 15.13 15.03 -0.35  0.00
O: 13.83 11.01 0.95  0.17
O: 12.67 14.64 0.90  0.12
O: 12.13 16.71 -0.30  0.07
N: 9.49 12.37 -0.44  0.00
C: 15.51 14.60 2.00  0.01
H: 15.82 12.74 2.06  0.01
H: 16.04 14.25 4.08  0.00
O: 11.64 12.26 0.02  0.37
H: 17.41 14.10 2.93  0.00
C: 16.50 14.64 3.18  0.01
H: 9.39 13.30 -0.06  0.00
O: 12.45 12.75 2.50  0.10
F: 13.37 10.64 4.93  0.00
H: 11.66 10.27 -1.26  0.00
C: 13.19 8.34 1.60  0.01
F: 13.29 17.32 2.31  0.03
C: 12.05 16.92 2.34  0.08
F: 11.90 8.47 1.65  0.00
H: 15.08 15.59 -2.31  0.00
N: 14.96 13.26 1.97  0.10
F: 13.36 7.15 0.98  0.00
H: 17.08 14.68 0.44  0.00
O: 10.36 15.39 0.85  0.17
H: 16.31 16.13 0.86  0.00
H: 14.63 15.21 2.21  0.00
F: 11.64 10.33 3.73  0.00
H: 14.59 12.21 -1.68  0.00
H: 9.94 10.08 -1.40  0.00
F: 11.53 11.10 5.84  0.00
Fe: 13.44 12.86 0.78  4.34
C: 10.62 11.80 -0.53  0.04
C: 12.15 11.12 4.69  0.01

Output
multiplicity	7
maximum force	3.561	eV Å⁻¹
total charge	+1
<S²>	12.014
HOMO level (alpha / beta)	-13.3 / -13.3	eV
lowest unoccupied orbital energy (alpha / beta)	-3.01 / -10.22	eV
frontier orbital gap (alpha / beta)	10.31 / 3.04	eV

=====

Entry 3:
Entry from the Open Molecules 2025 dataset: a structure of composition C19H21O4SYb in a non-equilibrium geometry (ωB97M-V/def2-TZVPD).

Last column: Löwdin spin population.
Geometry (Å):
C: 0.75 0.96 -6.27  0.00
C: 1.07 -2.18 0.48  0.00
C: -0.31 -2.87 2.20  0.00
H: 2.77 1.30 1.38  0.00
C: -1.27 -0.59 -1.73  0.00
C: 1.73 -1.89 1.72  0.00
C: -0.18 2.76 2.06  0.00
C: 1.06 -0.93 -4.78  0.00
C: 1.77 1.73 1.37  0.00
O: 0.01 -0.01 3.90  0.00
H: -0.29 2.66 -5.44  0.00
C: -0.16 -1.01 -2.66  0.00
C: 0.24 -0.30 -3.78  0.00
H: -0.94 3.23 2.69  0.00
H: -1.01 3.01 -0.02  0.00
Yb: -0.34 -0.01 1.50  1.00
H: 0.87 1.41 -7.26  0.00
C: 0.07 1.65 -5.26  0.00
C: 0.97 2.00 0.21  0.00
H: 1.27 1.80 -0.82  0.00
O: -2.18 -0.15 2.86  0.00
H: 1.37 2.12 3.55  0.00
H: 2.73 -1.47 1.83  0.00
H: 0.29 -1.97 -2.44  0.00
S: -1.42 -0.38 4.13  0.00
H: -1.87 1.82 4.89  0.00
C: 0.87 -2.32 2.78  0.00
H: -1.13 -3.34 2.74  0.00
H: -3.02 0.61 5.57  0.00
C: 1.04 2.18 2.51  0.00
H: 1.79 -0.86 -6.81  0.00
C: -1.98 0.82 5.32  0.00
H: -0.91 -3.15 0.06  0.00
H: -0.71 1.58 -3.23  0.00
H: -1.34 0.71 6.20  0.00
H: -1.92 0.15 -2.23  0.00
H: 1.12 -2.32 3.84  0.00
C: -0.23 2.63 0.64  0.00
H: 1.48 -2.00 -0.51  0.00
O: -1.61 -1.70 4.70  0.00
C: -0.19 -2.78 0.78  0.00
O: -0.98 -0.14 -0.46  0.00
H: 1.46 -1.92 -4.57  0.00
C: -0.18 1.05 -4.03  0.00
C: 1.26 -0.33 -6.02  0.00
H: -1.80 -1.55 -1.57  0.00

Output
multiplicity	2
maximum force	2.006	eV Å⁻¹
total charge	0
<S²>	0.751
HOMO level (alpha / beta)	-6.8 / -6.8	eV
lowest unoccupied orbital energy (alpha / beta)	-3.58 / -3.59	eV
frontier orbital gap (alpha / beta)	3.24 / 3.22	eV

=====

Entry 4:
Entry from the Open Molecules 2025 dataset: a cluster of 2 separate species, C2H4ClNO3 in total in a non-equilibrium geometry (ωB97M-V/def2-TZVPD).

Last column: natural (NBO) charge in e.
Geometry (Å):
Cl: 3.40 0.92 -0.95  -0.12
H: 1.99 -1.33 -0.74  0.50
H: 0.22 1.32 0.45  0.51
N: -2.06 -0.67 -0.01  -0.84
C: -1.51 0.53 -0.01  0.86
H: -3.10 -0.49 -0.06  0.41
O: 2.20 -0.92 0.16  -0.63
O: -1.98 1.50 -0.52  -0.64
C: 2.84 0.07 0.47  0.25
H: -1.70 -1.37 0.71  0.40
O: -0.30 0.44 0.49  -0.71

Output
maximum force	5.443	eV Å⁻¹
total charge	0
HOMO level	-9.5	eV
lowest unoccupied orbital energy	0.31	eV
frontier orbital gap	9.85	eV
energy above the lowest of the compared OMol25 structures with the same formula, charge and spin	2.819	eV

=====

Entry 5:
Entry from the Open Molecules 2025 dataset: an isolated molecule of C20H17N5OS in a non-equilibrium geometry (ωB97M-V/def2-TZVPD).

Last column: natural (NBO) charge in e.
Geometry (Å):
H: -1.21 0.43 2.30  0.24
N: 1.19 -0.04 0.89  -0.14
C: 3.61 -2.29 0.94  -0.15
C: -4.51 -3.07 -1.18  -0.23
C: -3.49 -2.53 -1.96  -0.20
H: -1.52 2.46 1.39  0.25
H: 6.78 -2.91 -0.07  0.22
H: -2.45 3.34 0.14  0.25
C: -2.84 -1.36 -1.59  -0.25
H: -2.46 0.14 3.52  0.21
H: 4.72 1.44 -1.34  0.43
C: -4.26 -1.27 0.36  -0.06
H: 6.54 -0.66 -1.07  0.22
H: -5.41 0.20 1.41  0.22
C: 2.40 -0.07 0.36  0.07
H: -3.20 -3.03 -2.87  0.21
C: 2.89 1.06 -0.39  0.38
N: 2.16 2.13 -0.60  -0.46
C: -4.50 -0.38 1.55  -0.43
C: 5.85 -2.37 0.05  -0.18
C: -1.95 1.33 -0.46  0.70
N: -2.76 0.44 0.16  -0.46
H: -2.06 -1.10 2.32  0.22
H: -4.99 -3.98 -1.48  0.21
C: -3.25 0.52 1.54  -0.02
C: -3.24 -0.74 -0.42  0.23
N: 4.15 0.81 -0.79  -0.55
C: 4.81 -2.95 0.77  -0.24
C: 4.53 -0.44 -0.34  0.24
H: 2.79 -2.73 1.49  0.23
C: -1.66 2.62 0.32  -0.63
C: 0.93 2.03 -0.07  0.23
H: -5.69 -2.84 0.60  0.21
O: -1.52 1.18 -1.59  -0.62
S: -0.13 3.37 -0.33  0.34
N: 0.46 1.02 0.66  -0.34
C: -2.18 -0.03 2.49  -0.63
H: -3.50 1.55 1.79  0.20
C: -4.90 -2.43 -0.01  -0.19
H: -2.06 -0.94 -2.20  0.25
H: 4.95 -3.93 1.19  0.22
C: 5.73 -1.11 -0.51  -0.28
H: -4.59 -0.94 2.48  0.22
C: 3.46 -1.03 0.39  -0.13

Output
maximum force	1.121	eV Å⁻¹
total charge	0
HOMO level	-8.1	eV
lowest unoccupied orbital energy	-0.10	eV
frontier orbital gap	7.97	eV
SMILES	C[C@@H]1Cc2ccccc2N1C(=O)CSc1nnc2c(n1)[nH]c1ccccc12
energy above the lowest of the compared OMol25 structures with the same formula, charge and spin	0.000	eV